Entry 1:
Below is 9 unconnected molecules or ions with the total composition C36H64O22S5, with properties calculated with ωB97M-V/def2-TZVPD.

Last column: Löwdin charge in e.
Positions of all 127 atoms, in Å:
1 C 4.277 -0.973 3.387  -0.04
2 C 5.491 -1.457 2.538  -0.25
3 C 6.357 -0.352 1.982  -0.09
4 O 7.423 -0.178 2.960  0.08
5 C 7.485 -1.305 3.724  -0.61
6 O 8.404 -1.527 4.467  0.15
7 O 6.449 -2.064 3.521  0.08
8 H 3.455 -0.549 2.724  0.07
9 H 4.525 -0.242 4.265  0.13
10 H 3.704 -1.952 3.612  0.10
11 H 5.129 -2.328 1.815  0.19
12 H 5.751 0.344 1.709  0.06
13 H 6.846 -0.614 1.059  0.14
14 C 1.487 0.598 -1.215  -0.01
15 C 0.176 0.056 -0.619  -0.46
16 C 0.352 -1.180 0.098  -0.05
17 O -0.624 -0.929 1.165  0.07
18 C -0.968 0.363 1.127  -0.55
19 O -1.696 0.823 2.043  0.08
20 O -0.488 0.974 0.101  0.15
21 H 2.209 1.052 -0.316  0.15
22 H 1.253 1.276 -2.049  0.05
23 H 1.954 -0.448 -1.622  0.13
24 H -0.302 0.015 -1.591  0.14
25 H 1.302 -1.087 0.777  0.17
26 H 0.177 -2.189 -0.376  0.15
27 C 2.565 -0.620 -4.473  -0.01
28 C 1.141 -1.064 -4.738  -0.23
29 C 0.964 -2.143 -5.894  -0.05
30 O 1.094 -3.358 -5.187  0.06
31 C 0.938 -3.196 -3.812  -0.47
32 O 0.906 -4.183 -3.015  0.08
33 O 0.853 -1.921 -3.644  0.06
34 H 2.969 -0.254 -5.296  0.03
35 H 3.227 -1.527 -3.987  0.17
36 H 2.426 0.131 -3.649  0.07
37 H 0.510 -0.140 -4.957  0.18
38 H 1.329 -2.071 -6.749  0.06
39 H 0.032 -2.251 -6.224  0.10
40 C 2.080 -5.953 2.179  0.00
41 C 2.369 -6.416 0.728  -0.27
42 C 2.135 -5.249 -0.259  -0.11
43 O 3.271 -5.233 -0.999  0.15
44 C 4.189 -5.945 -0.529  -0.60
45 O 5.346 -5.989 -0.916  0.13
46 O 3.777 -6.674 0.544  0.10
47 H 1.081 -5.942 2.563  0.07
48 H 2.480 -4.879 2.084  0.10
49 H 2.713 -6.618 2.805  0.10
50 H 1.887 -7.287 0.658  0.11
51 H 1.734 -4.482 0.340  0.11
52 H 1.425 -5.464 -0.940  0.07
53 C -3.408 0.811 -1.689  -0.19
54 C -3.676 2.040 -0.840  -0.16
55 C -4.971 2.700 -1.281  -0.18
56 S -5.045 2.444 -3.019  0.72
57 O -4.637 3.566 -3.817  -0.31
58 O -6.299 1.693 -3.277  -0.35
59 C -3.809 1.138 -3.122  -0.20
60 H -4.016 -0.004 -1.655  0.09
61 H -2.423 0.565 -1.543  0.07
62 H -2.673 2.340 -1.173  0.13
63 H -3.762 1.885 0.090  0.04
64 H -4.921 3.857 -1.102  0.16
65 H -5.725 2.231 -0.960  0.02
66 H -3.081 1.596 -3.647  0.05
67 H -4.011 0.347 -3.793  0.10
68 C -1.527 4.359 3.337  -0.20
69 C -0.651 4.959 4.368  -0.20
70 C 0.536 5.482 3.506  -0.22
71 S -0.192 6.239 2.070  0.65
72 O 0.730 5.988 0.948  -0.35
73 O -0.607 7.543 2.376  -0.28
74 C -1.664 5.317 2.081  -0.20
75 H -2.520 4.222 3.692  0.10
76 H -1.063 3.391 2.979  0.13
77 H -0.293 4.416 5.185  0.09
78 H -0.981 5.819 4.965  0.13
79 H 1.292 4.774 3.244  0.10
80 H 1.076 6.264 3.927  0.08
81 H -1.747 4.875 0.978  0.16
82 H -2.418 5.934 2.154  0.03
83 C -3.489 0.252 6.106  -0.20
84 C -2.452 1.021 5.319  -0.22
85 C -1.214 0.264 5.501  -0.25
86 S -1.285 -0.620 7.052  0.63
87 O -0.377 -0.208 8.116  -0.32
88 O -1.450 -2.004 6.880  -0.29
89 C -2.846 0.008 7.450  -0.24
90 H -3.865 -0.581 5.666  0.09
91 H -4.444 0.733 6.217  0.12
92 H -2.160 2.127 5.243  0.14
93 H -2.839 0.838 4.372  0.07
94 H -0.284 0.729 5.704  0.08
95 H -0.855 -0.360 4.581  0.15
96 H -2.627 1.017 8.027  0.16
97 H -3.323 -0.648 8.048  0.07
98 C 1.762 5.667 -4.387  -0.18
99 C 1.919 5.700 -2.838  -0.14
100 C 0.975 4.587 -2.226  -0.16
101 S -0.105 4.096 -3.636  0.62
102 O -1.381 4.410 -3.046  -0.33
103 O 0.271 2.872 -4.171  -0.30
104 C 0.318 5.362 -4.757  -0.20
105 H 2.430 4.949 -4.818  0.11
106 H 2.241 6.548 -4.732  0.11
107 H 1.656 6.575 -2.469  0.07
108 H 2.791 5.611 -2.593  0.02
109 H 0.503 4.929 -1.216  0.10
110 H 1.468 3.658 -1.794  0.09
111 H -0.274 6.128 -4.438  0.08
112 H 0.173 5.058 -5.743  0.10
113 C -2.583 -5.092 -3.826  -0.18
114 C -2.675 -6.052 -2.721  -0.22
115 C -2.186 -5.352 -1.441  -0.23
116 S -3.183 -3.926 -1.552  0.56
117 O -2.400 -2.860 -1.234  -0.28
118 O -4.485 -4.140 -0.955  -0.29
119 C -3.439 -3.868 -3.264  -0.19
120 H -3.019 -5.642 -4.605  0.12
121 H -1.796 -4.805 -4.019  -0.03
122 H -1.926 -6.905 -2.631  0.14
123 H -3.770 -6.399 -2.770  0.16
124 H -1.035 -5.212 -1.250  0.14
125 H -2.474 -5.761 -0.545  0.07
126 H -2.989 -2.887 -3.721  0.14
127 H -4.364 -3.985 -3.808  0.10

Values from the calculation:
structure (SMILES)	C[C@H]1COC(=O)O1.C[C@H]1COC(=O)O1.C[C@H]1COC(=O)O1.C[C@H]1COC(=O)O1.O=S1(=O)CCCC1.O=S1(=O)CCCC1.O=S1(=O)CCCC1.O=S1(=O)CCCC1.O=S1(=O)CCCC1
molecular weight	1009.221	g/mol
energy relative to the best compared isomer or geometry (same formula, charge and spin)	1197.8	kJ/mol
E_tot	-5055.696385	Ha
HOMO-LUMO gap	0.3608	Eh
LUMO level	-0.32	eV

***

Entry 2:
Below is 2 unconnected molecules or ions with the total composition C5H4ClN, with properties calculated with ωB97M-V/def2-TZVPD.

Last column: Löwdin charge in e.
Positions of all 11 atoms, in Å:
1 C -0.722 -0.853 -1.583  -0.38
2 C 1.209 -1.517 0.000  0.00
3 C -0.169 1.548 1.170  -0.06
4 C 0.333 -1.093 -0.835  -0.08
5 C -0.936 1.157 0.225  -0.67
6 N -1.610 -0.550 -2.270  0.07
7 Cl -2.107 1.401 -0.780  0.88
8 H 1.514 -0.779 0.822  0.07
9 H 1.867 -2.450 0.048  0.10
10 H -0.021 2.291 1.950  0.07
11 H 0.643 0.844 1.254  0.01

Values from the calculation:
molecular weight	113.547	g/mol
energy relative to the best compared isomer or geometry (same formula, charge and spin)	546.0	kJ/mol
E_tot	-707.616078	Ha
HOMO-LUMO gap (spin up / spin down)	0.2997 / 0.2721	Eh
LUMO level (spin up / spin down)	-0.33 / -0.84	eV